Below is 2 unconnected molecules or ions with the total composition C8H13FNOS, with properties calculated with the ωB97M-V functional and the def2-TZVPD basis.

Energy relative to the best compared isomer or geometry (same formula, charge and spin) ... 9.6 kcal/mol
Energy ... -25586.2525 eV
Total charge ... +1
Lowest unoccupied orbital energy ... -0.1431 Ha
HOMO-LUMO gap ... 7.53 eV

Element x y z (Å)
H: -0.5543 1.4008 -1.6782
C: 3.9270 -1.7799 1.5247
H: -3.7521 2.9072 -1.2068
C: -3.7110 1.8461 -1.4250
N: 1.8854 -0.3837 0.5098
S: -2.4975 1.0214 -0.3476
H: 2.6142 -2.1408 3.2312
H: -4.7159 1.4737 -1.1747
H: 0.7449 -0.7694 2.2442
C: -0.8440 1.4786 -0.6284
C: 1.6778 -0.8893 1.6856
H: -3.4910 1.7041 -2.5266
C: -2.6203 -0.6503 -0.8809
F: 0.2436 0.7325 -0.2389
C: 4.0475 -1.1584 0.2821
C: 2.9571 -0.4129 -0.2056
H: 4.9880 -1.2427 -0.3001
H: -1.8039 -1.1935 -0.3740
H: 4.7402 -2.3518 1.9359
H: -2.6087 -0.7597 -1.9799
H: -0.6228 2.4320 -0.1553
O: -2.8537 1.3020 1.0624
C: 2.7354 -1.6626 2.2537
H: 3.0431 0.0993 -1.1799
H: -3.5292 -1.0027 -0.4275

Per-atom natural (NBO) charges, elementary charge units: 0.25, -0.19, 0.29, -0.83, -0.43, 1.77, 0.22, 0.30, 0.19, -0.26, 0.03, 0.28, -0.87, -0.28, -0.22, 0.03, 0.23, 0.30, 0.23, 0.29, 0.26, -0.83, -0.22, 0.19, 0.29

***

Below is a molecular structure, C30H29BrN6Ru, with properties calculated with the ωB97M-V functional and the def2-TZVPD basis.

Energy ... -113138.1485 eV
Total charge ... +1
<S²> ... 0.888
2S+1 ... 2
Lowest unoccupied orbital energy (spin up / spin down) ... -0.1539 / -0.2268 Ha
HOMO-LUMO gap (spin up / spin down) ... 5.11 / 3.17 eV

Element x y z (Å)
C: -1.9328 -3.6669 -1.8441
H: 0.3873 -0.2622 4.6410
C: -1.2947 -3.1511 0.4684
C: -1.2927 -3.6253 1.8021
C: 0.5960 1.7376 3.8602
Ru: -0.1351 -0.3343 1.1508
H: 1.5941 0.2520 -3.9513
C: 2.2043 1.9183 -5.1500
H: -0.8302 3.0738 -2.8340
H: -0.0601 -0.8823 -1.7326
C: 1.7966 1.3157 -3.9729
N: -0.4344 1.6045 2.8274
N: 1.6156 -0.2652 0.1461
C: 2.6387 -1.0843 0.3524
H: -3.2773 -6.3366 1.6339
H: 1.9767 -1.1689 3.1528
H: -2.4551 2.1460 2.6998
H: -2.7636 0.0337 1.3794
C: 1.6285 2.0726 -2.8171
H: 0.2115 2.2275 4.7585
C: -2.7259 -5.4694 1.2976
H: 1.7777 4.0243 -1.9423
C: -2.7251 -5.0998 -0.0139
C: 2.8892 3.9142 -6.3980
C: -2.3225 0.1174 3.3737
H: 2.4281 0.3011 2.6089
H: -1.9063 -5.0481 3.2586
C: -1.9672 -4.7307 2.2266
H: -1.1231 -2.3933 -3.3390
C: 2.3268 4.0436 -4.0122
H: 1.9459 0.4954 4.9662
H: -0.3543 2.3774 2.1801
N: -2.1825 -0.4811 2.0320
Br: -0.2277 -2.7182 3.0980
H: 3.8169 0.6230 -2.1816
H: 2.5485 5.1018 -4.0344
H: -3.1496 3.1411 -1.4626
C: 2.4696 3.2853 -5.1712
C: 3.6963 -0.8430 -0.5471
H: -3.3599 0.1101 3.7145
C: -0.1750 1.7537 -1.1731
H: 2.5896 -1.8389 1.1241
H: -2.4611 -4.3032 -2.5437
H: -2.5446 -1.4305 2.0371
C: -1.9955 -3.9723 -0.4634
C: -0.5775 -1.7497 -1.3476
C: -1.0590 2.5775 -1.9053
N: 1.6421 -0.2292 2.9742
C: -1.8101 1.5444 3.3402
H: 1.4046 2.3556 3.4645
C: -2.0576 1.8116 -0.0747
N: 3.2249 4.4124 -7.3769
H: -3.2782 -5.6728 -0.7482
C: 1.1602 0.3800 4.2158
N: -0.8227 1.3017 -0.0225
C: 3.2735 0.1683 -1.3704
H: -1.8789 1.9663 4.3463
C: 1.9571 0.5107 -0.9514
H: -2.7851 1.6493 0.7042
H: 4.6428 -1.3580 -0.5759
C: -0.6318 -1.9668 0.0097
C: -2.2454 2.6140 -1.2044
C: -1.2058 -2.6037 -2.2804
C: 1.8984 3.4375 -2.8442
H: -1.7353 -0.4798 4.0685
H: 2.3155 1.3382 -6.0559
C: 1.1265 1.4278 -1.5710

Per-atom natural (NBO) charges, elementary charge units: -0.21, 0.19, -0.19, -0.06, -0.22, 0.58, 0.23, -0.14, 0.25, 0.18, -0.21, -0.63, -0.41, 0.11, 0.23, 0.38, 0.19, 0.37, -0.09, 0.20, -0.21, 0.22, -0.17, 0.25, -0.23, 0.37, 0.23, -0.24, 0.21, -0.17, 0.20, 0.39, -0.76, 0.07, 0.25, 0.24, 0.25, -0.15, -0.22, 0.20, 0.20, 0.22, 0.22, 0.41, -0.04, -0.29, -0.20, -0.86, -0.23, 0.20, 0.12, -0.25, 0.22, -0.23, -0.46, -0.24, 0.21, 0.20, 0.19, 0.25, -0.05, -0.25, -0.20, -0.15, 0.21, 0.24, 0.08

***

Below is a molecular structure, C27H44F6MoOP2, with properties calculated with the ωB97M-V functional and the def2-TZVPD basis.

Energy relative to the best compared isomer or geometry (same formula, charge and spin) ... 0.0 kcal/mol
Energy ... -67476.0903 eV
Total charge ... +2
<S²> ... 2.081
2S+1 ... 3
Lowest unoccupied orbital energy (spin up / spin down) ... -0.3314 / -0.3194 Ha
HOMO-LUMO gap (spin up / spin down) ... 4.45 / 4.83 eV

Element x y z (Å)
H: -2.7030 -1.3190 -2.5887
C: 0.5628 -0.0972 -3.5065
H: 0.3111 3.6752 0.1052
C: 1.4757 0.2084 -0.6035
H: -1.6197 -6.0297 0.4616
C: -3.1583 3.7697 -3.0494
O: 1.3851 1.4600 1.8056
C: -1.5845 1.9763 -2.1040
H: 3.9825 2.1473 1.5051
H: 1.5626 -0.3507 -3.8515
H: -2.2927 -4.0931 3.0046
H: -2.1142 -2.2773 -3.9824
F: 0.1650 2.8498 3.9244
H: -0.1286 -1.3839 3.6160
H: 2.1922 -5.7915 -0.1507
H: -2.7288 -2.5839 2.1909
F: 3.6501 0.4188 3.2417
H: 1.7520 -2.8297 -3.1762
H: 2.3796 -0.9063 1.6766
H: 1.5582 0.7663 0.3864
H: -2.7939 4.9020 0.2794
H: 2.6631 -5.4218 1.5160
C: -1.9304 -1.3845 -3.3733
H: -1.9638 -0.4822 -4.0111
Mo: 0.1597 -2.6327 -0.7250
C: 1.3141 -2.7409 1.2867
H: 3.8725 3.5496 2.6056
C: -0.0059 -2.3535 1.7207
F: 0.7245 4.1478 2.2618
H: -1.0297 3.6764 -3.3420
C: -0.3115 -1.1489 2.5554
H: -4.0264 3.1525 -3.3265
H: 2.9376 3.5043 1.0789
H: -4.4799 4.2042 -1.3305
H: 3.2649 -4.4149 0.1833
F: 1.8875 0.6628 4.5235
C: 2.1573 2.2024 2.6012
H: 0.1775 -3.7509 -3.4322
H: -2.1367 1.0486 -2.1745
H: -0.6236 -6.3366 1.8814
H: -0.6621 5.6420 -0.3120
C: -0.6076 -5.9267 0.8616
H: 0.6375 0.7635 -2.8248
C: 2.3996 -4.9757 0.5479
H: -2.9140 -4.1465 1.3477
H: 0.6038 3.6327 -1.6537
P: -0.2515 -1.5054 -2.6666
H: 2.2665 -0.5620 -0.6723
F: 3.5527 2.1053 4.6376
C: -1.8475 2.9535 -3.2146
C: -0.1821 3.5865 -0.8765
C: 3.3147 2.9089 1.9159
P: -0.2400 -0.5593 -0.4238
C: -3.4295 4.2697 -1.6443
C: 1.2272 -4.0793 0.7515
C: -2.1277 -0.4015 0.0006
H: -1.0315 1.7952 -0.0047
H: 3.3458 -2.1659 0.8532
C: -0.9080 2.2747 -0.9875
H: 2.9744 -2.2976 2.5789
H: -2.3566 -1.2432 0.6665
C: -0.9009 -3.4507 1.4821
C: 2.7978 1.3447 3.7871
H: -2.3761 0.5386 0.5043
C: 1.2288 3.3451 3.2553
F: 1.9010 4.1742 4.1106
C: -0.1584 -4.5093 0.8883
C: -1.0489 4.9077 -1.0476
H: -1.3622 -0.8447 2.4892
C: -2.5177 4.7013 -0.7667
C: 0.7026 -2.9625 -2.8694
H: -0.8781 5.3586 -2.0453
C: -2.2812 -3.5700 2.0330
H: -3.1854 4.6197 -3.7541
H: 0.3199 -0.2719 2.3201
H: -1.9353 2.3957 -4.1581
H: 1.5795 0.9483 -1.4091
C: 2.5647 -1.9864 1.6034
H: 0.0551 -6.5583 0.2655
H: -2.7077 -0.4855 -0.9183
H: -0.0657 0.2428 -4.3348

Per-atom Mulliken charges, elementary charge units: 0.38, -0.87, -0.52, 0.50, 0.41, -0.76, -1.04, -0.42, 0.47, 0.42, 0.37, 0.46, -0.26, 0.40, 0.48, 0.44, -0.28, 0.35, -0.20, -1.24, 0.40, 0.34, -1.22, 0.40, -0.51, 1.07, 0.45, 0.27, -0.25, 0.49, -0.21, 0.39, 0.32, 0.38, 0.39, -0.25, 0.78, 0.42, 0.57, 0.34, 0.46, -1.73, -0.04, -1.98, 0.49, 0.43, 0.99, 0.50, -0.25, -1.22, -0.66, -2.09, 1.29, -0.56, 0.35, -1.16, -0.10, 0.47, 1.42, 0.29, 0.03, 1.15, 0.68, 0.55, 0.57, -0.26, 0.17, -0.89, 0.40, -0.31, -1.20, 0.43, -2.07, 0.37, 0.01, 0.41, 0.68, -0.74, 0.43, 0.56, 0.41

***

Below is a single C6H6FN molecule, with properties calculated with the ωB97M-V functional and the def2-TZVPD basis.

Energy relative to the best compared isomer or geometry (same formula, charge and spin) ... 27.7 kcal/mol
Energy ... -10525.7155 eV
SMILES ... FCc1cccnc1
Total charge ... 0
Lowest unoccupied orbital energy ... 0.0287 Ha
HOMO-LUMO gap ... 10.40 eV

Element x y z (Å)
C: -0.0548 -0.4677 -0.9548
H: 1.7578 -1.5414 -1.7119
H: -0.7018 -0.9524 -1.7880
C: -1.9870 0.8172 0.1235
C: 0.4373 0.6680 1.0131
H: 3.0580 -1.0741 0.4844
C: 1.3349 -0.8978 -0.8945
N: 1.6413 0.1265 1.2191
F: -2.6250 0.5133 -1.0163
H: -2.0382 1.8690 0.3877
H: -2.4283 0.1159 0.8955
C: 2.0797 -0.6597 0.2840
C: -0.5010 0.3873 0.0656
H: 0.0270 1.0959 1.8927

Per-atom natural (NBO) charges, elementary charge units: -0.17, 0.22, 0.24, 0.05, 0.02, 0.20, -0.25, -0.40, -0.34, 0.18, 0.17, 0.02, -0.12, 0.18

***

Below is a molecular structure, C33H52BN8ORe, with properties calculated with the ωB97M-V functional and the def2-TZVPD basis.

Energy relative to the best compared isomer or geometry (same formula, charge and spin) ... 42.6 kcal/mol
Energy ... -51815.6153 eV
Total charge ... +3
<S²> ... 3.775
2S+1 ... 4
Lowest unoccupied orbital energy (spin up / spin down) ... -0.3892 / -0.4118 Ha
HOMO-LUMO gap (spin up / spin down) ... 6.35 / 5.73 eV

Element x y z (Å)
C: -1.1199 3.9071 -1.4783
N: 1.3148 -1.8367 -0.1234
C: 2.4809 -0.8264 -1.7195
C: 2.3912 -2.6055 -0.3653
H: 1.9610 1.4667 -4.2265
C: -0.2465 -1.8983 4.0859
H: -1.0529 1.2610 -2.8427
C: -1.0546 5.2867 -1.5399
H: 3.6911 -4.2030 -0.3089
H: -1.9564 5.8640 -1.3885
C: -2.4457 -0.8473 -1.6619
H: -1.1879 4.3102 1.4003
H: -4.4080 0.9902 -1.0544
N: -0.4846 8.2349 -1.9893
H: -3.7692 -0.1323 -3.1241
N: -1.1865 -1.9180 -0.1747
H: 1.8565 -2.4041 4.3286
C: 0.1834 5.8914 -1.7255
C: 1.3568 3.1948 1.3405
H: 4.0604 -2.3390 -1.8108
H: 1.3949 -5.2385 -0.2092
C: 1.6764 0.7450 -3.4625
C: -2.6268 -4.0746 0.0401
H: 3.9720 2.0857 -2.7051
H: 0.7217 -3.5528 5.0307
H: 2.2662 5.5097 -2.1026
H: 4.4473 -2.6052 1.3615
H: -2.0553 -5.9910 0.7809
Re: 0.0196 0.7705 -0.7736
H: 2.5780 -5.8268 0.9484
N: 1.3775 -0.7356 -0.9350
H: 1.3089 -4.7521 1.5003
C: -0.0505 -0.7983 3.0895
H: -1.2873 -4.6905 1.6566
H: -2.0795 3.4304 -1.3384
C: -3.8474 -3.8676 0.9653
C: -1.2000 3.2381 1.5896
H: 2.9366 -2.7675 2.2737
C: 1.9778 -4.9625 0.6687
C: -1.8758 0.8094 -3.4347
H: 4.6414 0.8679 -1.6249
H: 2.2683 3.1155 1.9312
C: -2.9627 0.2681 -2.5094
H: 1.4769 2.5397 0.4590
C: 0.1388 2.7723 2.1717
H: 1.2650 4.2254 1.0004
H: -1.4622 0.0194 -4.0609
C: 3.6374 -3.2868 1.6205
H: -2.2678 1.5866 -4.0891
H: -2.4208 -1.8854 3.9529
C: -3.5248 1.3521 -1.5784
H: 0.2413 3.1985 3.1699
H: -1.6401 -3.1047 2.9268
H: -3.8058 2.2374 -2.1477
H: -0.7255 -5.1172 0.0268
H: 2.0108 3.0801 -1.9612
H: 3.5469 -0.3003 -3.4462
N: -0.0087 -0.8525 1.7497
C: -1.5969 -2.5968 3.8879
H: 1.1186 -0.0579 -3.9443
C: 2.8940 0.1944 -2.7261
H: -4.2058 -4.8408 1.2957
C: 0.0990 1.2895 2.3089
H: -0.3221 9.2232 -1.8642
N: -0.0378 3.1198 -1.5648
C: 0.9032 -2.9085 4.1721
H: -1.2816 7.9608 -2.5355
C: -2.2055 -2.7366 -0.4831
H: -1.7233 -3.3384 4.6749
H: 4.0677 -4.1310 2.1569
C: 3.7135 1.2826 -2.0153
B: 0.0533 -2.0410 0.7607
H: -3.5783 -3.2805 1.8431
N: 0.0706 0.4253 1.2547
H: -1.4074 2.7119 0.6496
H: -3.0187 -4.5922 -0.8418
H: 0.0836 -3.0698 1.3199
C: 3.1410 -1.9800 -1.3801
C: 2.9209 -3.8060 0.3552
H: 0.9645 -3.5394 3.2869
C: -3.0111 -2.0725 -1.4344
C: 1.2904 5.0754 -1.9338
C: 0.0253 0.5529 3.4645
H: -2.7786 1.6192 -0.8159
H: 1.0004 1.2676 -2.7479
H: -0.2844 -1.3920 5.0520
H: 0.0109 0.9393 4.4693
H: -4.6640 -3.3635 0.4508
H: -2.0181 3.0223 2.2762
C: 0.4326 7.3790 -1.5223
H: 3.1601 1.6946 -1.1630
O: 1.4308 7.6667 -0.9003
H: -3.8985 -2.4634 -1.9023
C: 1.1394 3.7098 -1.8403
N: -1.3340 -0.7538 -0.8845
C: -1.6006 -5.0087 0.6637

Per-atom Mulliken charges, elementary charge units: -0.48, 0.83, 0.19, 0.46, 0.49, -0.05, 1.03, -0.96, 0.48, 0.48, 0.19, 0.42, 0.49, -0.33, 0.66, 0.41, 0.38, 0.59, -1.03, 0.59, 0.36, -2.00, 0.41, 0.43, 0.54, 0.56, 0.41, 0.52, 0.33, 0.54, 0.08, 0.10, 0.29, 0.25, 0.31, -1.35, -1.35, 0.16, -1.51, -1.96, 0.47, 0.46, -0.21, -0.08, -0.29, 0.38, 0.38, -1.32, 0.53, 0.39, -1.51, 0.66, -0.03, 0.44, 0.16, -0.06, 0.64, 0.83, -1.43, 0.44, 0.02, 0.46, 0.15, 0.27, 0.63, -1.65, 0.19, 0.18, 0.51, 0.43, -1.46, 1.69, 0.23, 0.19, 0.10, 0.61, -0.85, -1.27, 0.30, 0.29, -1.16, -0.75, -1.02, 0.39, 0.58, 0.64, 0.61, 0.44, 0.47, 0.07, 0.38, -0.55, 0.70, -0.22, 0.09, -1.52

***

Below is a single C20H33N5O4 molecule, with properties calculated with the ωB97M-V functional and the def2-TZVPD basis.

Energy relative to the best compared isomer or geometry (same formula, charge and spin) ... 8.7 kcal/mol
Energy ... -36916.1611 eV
SMILES ... CCO[C@H]1CCN(C(=O)CO[C@H]2C[C@@H](NC(=O)CCc3ncnn3C)C2)C[C@@H]1C
Total charge ... 0
Lowest unoccupied orbital energy ... 0.0193 Ha
HOMO-LUMO gap ... 9.87 eV

Element x y z (Å)
H: 3.7966 -2.6196 -1.6217
H: 2.0281 -1.7027 0.7676
C: -5.8327 3.2685 -1.8044
N: 1.7662 -2.2215 -4.6546
C: 0.2286 1.5910 2.1142
H: -2.7225 1.1613 0.6990
H: -0.7163 -0.3513 2.1436
H: 0.2240 3.9582 1.3436
C: 2.5837 -3.4633 -0.1182
C: 0.7234 -2.8347 2.9508
H: 2.2798 -1.3795 -6.5613
H: -2.5839 2.7317 3.3246
H: 4.5800 -4.5104 -3.1199
C: 2.1095 -3.5800 -2.5782
C: -3.0829 1.9395 1.3788
H: 3.1048 -2.7666 4.1715
C: -3.0769 3.2705 0.6294
O: 1.2917 -0.4699 2.6424
H: 2.3849 -4.2150 2.2674
C: -0.8112 3.7171 1.5693
H: -1.2303 2.9692 -0.3877
C: 2.4807 -3.0568 -3.9219
H: -5.5211 2.4190 -2.4118
H: -6.9204 3.2600 -1.7288
H: -5.5256 4.1836 -2.3103
H: -3.5329 4.0431 1.2737
H: -0.6097 5.3695 -0.6215
H: -5.5132 4.0466 0.1849
C: -1.6560 3.7127 0.2955
H: 2.2817 -1.7503 -1.4260
H: -2.0367 5.8426 0.3062
H: -0.1327 -2.6863 2.2928
H: 5.6584 -3.7072 -4.2790
C: 1.3903 -1.5678 3.5353
N: 3.6352 -3.3387 -4.5520
C: -5.2093 3.1888 -0.4303
O: -3.8022 3.1922 -0.5821
H: 0.4714 -3.5594 3.7247
N: 2.1694 -2.6908 0.9141
C: 0.0592 0.1901 2.7032
C: -1.6307 5.0818 -0.3669
C: 2.7238 -2.7473 -1.4497
H: 4.7087 -5.1184 -4.7830
C: 2.5551 -2.0193 -5.7390
H: -1.1983 4.4729 2.2635
H: 1.1247 -1.2556 4.5499
O: 1.2657 1.9216 1.5780
N: -0.8429 2.4262 2.2388
H: -2.2267 5.0831 -1.2774
H: 2.4254 -4.6161 -2.4572
C: 2.0769 -3.1740 2.2733
C: 2.7548 -2.2248 3.2940
H: 1.0225 -3.5597 -2.5062
C: -2.1833 2.0045 2.6098
C: 4.7093 -4.2246 -4.1609
H: -0.2791 0.2668 3.7443
N: 3.6903 -2.6810 -5.7311
H: -2.1590 1.0451 3.1193
O: 2.8346 -4.6527 -0.0117
H: 3.5366 -1.5643 2.9224
H: -4.0970 1.6733 1.6832
H: -5.5426 2.2793 0.0836

Per-atom natural (NBO) charges, elementary charge units: 0.23, 0.42, -0.62, -0.50, 0.66, 0.21, 0.18, 0.25, 0.68, -0.44, 0.20, 0.20, 0.22, -0.45, -0.44, 0.22, 0.11, -0.53, 0.24, -0.22, 0.21, 0.36, 0.21, 0.21, 0.21, 0.16, 0.21, 0.16, -0.23, 0.22, 0.20, 0.21, 0.22, 0.10, -0.18, -0.06, -0.54, 0.22, -0.62, -0.16, -0.61, -0.48, 0.21, 0.14, 0.19, 0.17, -0.60, -0.44, 0.23, 0.24, -0.04, -0.43, 0.24, -0.21, -0.41, 0.18, -0.30, 0.21, -0.65, 0.23, 0.21, 0.16

***

> The highest total charge belongs to which entry?

C33H52BN8ORe

***

> What is the total charge in the third record?

+2

***

> energy of number 1 (C8H13FNOS)?

-25586.2525 eV